1.
A molecular structure, C19H9BBr4O7Pd, computed with ωB97M-V/def2-TZVPD.

Atoms and positions in Å:
Pd1 1.0660 -0.7730 0.3875
Br1 4.3156 -6.0156 3.7287
C1 4.0092 -4.4322 2.7243
C2 5.0630 -3.6777 2.2542
Br2 6.8579 -4.2020 2.5996
C3 4.8030 -2.5115 1.5124
Br3 6.2124 -1.4300 0.8351
C4 3.5074 -2.0643 1.2180
O1 3.2522 -1.0077 0.5396
C5 2.3991 -2.8659 1.7209
O2 1.1799 -2.4890 1.4746
C6 2.6907 -4.0154 2.4504
Br4 1.1910 -5.0070 3.0660
O3 -1.7249 -0.5391 1.5310
B1 -0.8870 -0.7689 0.3914
O4 -1.7175 -1.3447 -0.6313
C7 -2.9833 -1.2955 -0.1686
C8 -4.1501 -1.6596 -0.8015
C9 -5.3460 -1.5210 -0.0864
C10 -5.3497 -1.0385 1.2139
C11 -4.1580 -0.6740 1.8525
C12 -2.9871 -0.8086 1.1415
H1 -4.1329 -2.0353 -1.8166
H2 -6.2827 -1.7962 -0.5574
H3 -6.2892 -0.9420 1.7458
H4 -4.1465 -0.2978 2.8674
O5 -1.8815 2.9139 -2.6848
C13 -0.6951 3.5400 -2.4458
C14 -0.4154 4.7660 -3.0471
C15 0.7993 5.3984 -2.8345
C16 1.7546 4.8002 -2.0272
C17 1.4732 3.5739 -1.4414
C18 0.2530 2.9316 -1.6201
C19 0.0117 1.6233 -0.8889
O6 1.0706 0.9444 -0.7171
O7 -1.1259 1.3487 -0.5013
H5 -2.3875 3.4556 -3.2980
H6 -1.1633 5.2204 -3.6912
H7 0.9960 6.3534 -3.3078
H8 2.7122 5.2767 -1.8603
H9 2.2057 3.0660 -0.8274

The calculation puts the frontier orbital gap at 0.1949 Eh. The value obtained for the HOMO energy is -0.042 Eh. The multiplicity is 1. Its net charge is -2. For the energy above the lowest of the compared OMol25 structures with the same formula, charge and spin, the calculation gives 2.22 kcal per mole. The strongest force on any atom is 0.155 eV/Å.


2.
A molecular structure, C19H9NO10RhS, computed with ωB97M-V/def2-TZVPD.

Atoms and positions in Å:
Rh1 0.0082 0.3382 -0.5471
O1 4.2071 4.7402 -0.3047
C1 3.3558 3.9125 -0.4316
C2 1.8578 4.0818 -0.2984
O2 1.3209 5.1233 -0.0007
C3 1.2911 2.7673 -0.5834
C4 2.3290 1.8075 -0.9050
O3 1.9700 0.6227 -1.1942
C5 3.6405 2.3993 -0.7625
O4 4.7625 1.9625 -0.7985
O5 0.1007 2.3615 -0.5432
O6 -1.8306 0.6270 -2.0879
C6 -2.5248 0.4670 -1.0596
O7 -1.9706 0.2731 0.0734
C7 -4.0155 0.5049 -1.1218
C8 -4.6638 0.8415 -2.3042
C9 -6.0486 0.8505 -2.3528
C10 -6.7890 0.5220 -1.2255
C11 -6.1415 0.1918 -0.0428
C12 -4.7573 0.1844 0.0110
H1 -4.0685 1.0945 -3.1712
H2 -6.5573 1.1136 -3.2718
H3 -7.8711 0.5222 -1.2679
H4 -6.7179 -0.0605 0.8384
H5 -4.2271 -0.0687 0.9183
O8 3.0401 -5.1016 -0.2902
S1 2.2107 -4.4774 0.7013
O9 1.8067 -5.2943 1.8155
N1 0.9116 -3.7442 0.0196
C13 0.8875 -2.4658 0.2779
O10 0.0167 -1.6776 -0.2211
C14 2.0052 -1.9889 1.1704
C15 2.1875 -0.7429 1.7424
C16 3.4099 -0.4592 2.3367
C17 4.4164 -1.4164 2.3730
C18 4.1833 -2.7093 1.9149
C19 2.9603 -2.9729 1.3390
H6 1.3827 -0.0124 1.7260
H7 3.5988 0.5187 2.7614
H8 5.3880 -1.1527 2.7693
H9 4.9348 -3.4832 1.9977

The expectation value of S² is 6.026. The calculation puts the frontier orbital gap (spin up / spin down) at 0.2420 / 0.2190 Eh. The value obtained for the HOMO energy (spin up / spin down) is -0.202 / -0.247 Eh. The multiplicity is 5. Its net charge is -1. The strongest force on any atom is 2.670 eV/Å.


3.
2 unconnected molecules or ions with the total composition C2, computed with ωB97M-V/def2-TZVPD.

Atoms and positions in Å:
C1 -0.2488 -1.0802 0.7861
C2 0.2488 1.0802 -0.7861

The calculation puts the frontier orbital gap at 0.2047 Eh. The value obtained for the HOMO energy is -0.296 Eh. The multiplicity is 1. Its net charge is 0. For the energy above the lowest of the compared OMol25 structures with the same formula, charge and spin, the calculation gives 175.22 kcal per mole. The strongest force on any atom is 4.120 eV/Å.


4.
A molecular structure, C20H10Cl2F3O7Ta, computed with ωB97M-V/def2-TZVPD.

Atoms and positions in Å:
Ta1 -0.1577 0.2302 0.5218
O1 2.5312 -0.4981 6.0337
C1 2.0198 -0.4271 4.9788
C2 2.7033 -0.5825 3.6150
O2 3.8818 -0.6220 3.4038
C3 1.6398 -0.4252 2.6380
C4 0.4693 -0.1395 3.2384
O3 -0.5315 0.3245 2.4370
C5 0.5303 -0.0472 4.7035
O4 -0.3149 0.2731 5.4789
O5 1.5389 -0.4587 1.3439
Cl1 3.9620 -3.3718 -4.7685
C6 3.1161 -2.5942 -3.5578
C7 2.3876 -3.2676 -2.5361
C8 1.6793 -2.4843 -1.6019
Cl2 0.8229 -3.1743 -0.3575
C9 1.5403 -1.1312 -1.7607
O6 0.6901 -0.4366 -0.9849
C10 2.2869 -0.4943 -2.7597
C11 2.2593 0.9553 -2.9939
O7 1.5165 1.7352 -2.4958
C12 3.0197 -1.1650 -3.6981
H1 2.2126 -4.3900 -2.4458
H2 2.8739 1.1741 -3.8834
H3 3.5242 -0.7170 -4.5581
C13 -0.3338 2.3515 0.3232
C14 -1.8075 2.1423 -0.0120
C15 -2.2509 1.7852 -1.3056
C16 -3.6172 1.6225 -1.5737
C17 -4.5681 1.6198 -0.5143
C18 -4.0238 1.7795 0.7425
C19 -2.7308 2.0069 1.0591
H4 -0.1316 2.9105 1.2333
H5 0.2575 2.8476 -0.4487
H6 -1.5785 1.8100 -2.1464
H7 -3.9519 1.4475 -2.5572
H8 -5.6821 1.6000 -0.6678
H9 -4.6765 1.7483 1.5731
H10 -2.4209 2.0605 2.0418
F1 -2.9306 -0.6901 1.2078
C20 -1.8706 -1.2370 0.5175
F2 -2.3595 -1.7060 -0.6556
F3 -1.5248 -2.3651 1.1922

The calculation puts the frontier orbital gap at 0.3012 Eh. The value obtained for the HOMO energy is -0.340 Eh. The multiplicity is 1. Its net charge is 0. For the energy above the lowest of the compared OMol25 structures with the same formula, charge and spin, the calculation gives 11.75 kcal per mole. The strongest force on any atom is 3.358 eV/Å.